Record 1
C56H47InN2O3P2Si | wB97M-V/def2-TZVPD

```
112
Properties=species:S:1:pos:R:3:lowdin_charge:R:1
C -3.733 -1.365 -0.124 0.008
C 0.542 4.391 2.808 -0.065
C 0.209 0.688 6.153 -0.091
C 2.606 1.832 -2.094 -0.268
C 4.280 2.421 -3.750 -0.073
C 3.086 -2.655 0.454 -0.090
C -0.128 4.452 -3.256 -0.109
H -2.221 -2.609 -5.594 0.103
C -3.059 -4.147 4.014 -0.069
O 0.200 3.025 2.722 -0.175
C -1.799 -1.774 -5.053 -0.084
H -1.505 -3.508 0.701 0.082
P -0.135 1.775 -2.608 1.093
C -1.275 3.519 -0.127 -0.503
C 1.974 2.396 -4.362 -0.102
H 0.190 0.073 7.041 0.106
C 0.848 2.712 5.040 -0.017
C -1.704 5.579 -4.663 -0.089
C 0.903 -2.218 2.331 -0.350
C 4.455 -2.730 0.317 -0.066
H -2.417 2.276 -4.476 0.104
C -3.950 -3.025 1.624 -0.187
H -1.681 -2.523 4.090 0.087
H 5.092 0.518 -0.296 0.083
C -0.770 3.239 -3.497 -0.371
N -1.596 -0.533 2.795 0.080
H 1.345 2.258 7.067 0.103
N -0.962 0.574 2.639 0.012
H 0.807 -3.702 -3.646 0.109
C 0.737 -2.779 -1.723 -0.090
C -1.555 -0.517 -3.030 -0.099
P 0.625 -1.437 0.692 1.092
O -2.175 0.355 0.042 -0.138
H -3.057 4.534 -0.828 0.084
C -0.711 0.387 -3.670 -0.342
Si 2.226 1.401 -0.257 0.628
H -0.899 -0.701 4.970 0.098
C -2.491 -2.985 3.553 -0.034
H 0.014 -4.155 2.054 0.097
H 0.735 4.467 -2.605 0.109
H -2.896 2.801 -1.257 0.066
C 1.595 -1.402 3.225 -0.105
H 0.245 0.868 -5.537 0.089
H 1.595 4.536 3.065 0.096
C 3.927 2.067 -2.462 -0.100
C 0.527 -3.492 2.732 -0.095
H -0.082 4.905 3.547 0.110
C 5.172 -1.574 0.054 -0.075
H 2.517 -3.546 0.678 0.112
H 2.447 -1.211 5.176 0.108
C -4.112 -4.741 3.317 -0.086
C 1.905 -1.848 4.494 -0.079
H 1.893 -0.408 2.907 0.112
C -1.382 -4.479 -1.195 -0.074
C 3.208 2.681 0.780 -0.205
O -0.541 4.473 -0.271 -0.048
H -5.096 -2.976 -0.208 0.120
H 6.249 -1.614 -0.029 0.103
C -0.411 0.191 -5.014 -0.078
C -2.730 3.551 -0.482 -0.079
C -2.360 4.380 -4.888 -0.086
H 4.250 2.751 0.489 0.017
C -4.545 -4.188 2.137 -0.036
H -2.062 6.483 -5.136 0.099
H 1.549 -2.096 -1.940 0.110
H 0.510 -4.917 4.317 0.105
C 0.847 1.915 6.172 -0.080
H 1.341 3.670 5.077 0.105
C -1.901 3.211 -4.304 -0.086
C -0.971 -3.574 -0.234 -0.094
H 4.706 1.977 -1.722 0.079
C -2.328 -1.162 1.881 -0.192
H -0.709 -1.028 -6.738 0.102
H -2.690 -4.605 4.920 0.104
C 2.425 -1.436 0.314 -0.399
H -4.583 -5.632 3.712 0.100
H -3.298 3.239 0.395 0.078
C -0.728 -4.544 -2.415 -0.093
H -0.096 6.554 -3.631 0.106
C 0.238 2.283 3.867 -0.215
H -5.353 -4.650 1.585 0.111
C 3.126 -0.272 0.012 -0.276
H 3.556 2.881 -5.716 0.105
In -0.309 1.562 0.539 0.704
H -3.233 4.354 -5.524 0.101
C -0.397 0.251 4.995 -0.029
C 0.319 -3.679 -2.682 -0.083
H -2.752 -2.283 -3.205 0.101
H 2.760 3.662 0.662 0.022
C -0.951 -0.885 -5.695 -0.079
H 5.318 2.584 -4.004 0.104
H -4.007 -0.959 -1.088 0.117
C 0.120 -2.745 -0.472 -0.338
H 1.729 -3.468 5.890 0.101
H -2.221 -5.127 -0.990 0.105
H -1.051 -5.249 -3.166 0.102
C -2.927 -2.389 2.362 -0.118
C -4.331 -2.472 0.368 -0.007
C 3.295 2.594 -4.707 -0.070
H 3.174 2.417 1.833 0.023
H -1.775 -0.366 -1.984 0.063
C -0.383 1.019 3.826 -0.194
C -2.688 -0.671 0.583 -0.343
C 4.512 -0.370 -0.099 -0.095
H 4.964 -3.677 0.425 0.105
C 0.822 -3.929 4.013 -0.087
H 1.204 2.589 -5.095 0.099
C -0.594 5.617 -3.832 -0.069
C -2.099 -1.589 -3.715 -0.085
H 0.363 4.803 1.819 0.076
C 1.625 1.991 -3.074 -0.367
C 1.508 -3.115 4.894 -0.081
```

Max |F| in eV/Å: 1.68
Lowest unoccupied orbital energy in eV: -0.77
Calculated total energy in eV: -99586.7513
Orbital gap in hartree: 0.2308

Record 2
C56H48BF4N3O2PReS3 | wB97M-V/def2-TZVPD

```
119
Properties=species:S:1:pos:R:3:lowdin_spin:R:1
H -7.429 3.629 4.540 0.000
C 1.885 -1.421 -1.015 -0.002
P -2.718 1.195 2.714 0.021
H 8.599 1.509 -0.029 0.000
F 2.990 -1.244 4.065 0.000
H 1.598 -2.279 0.938 0.000
C -3.451 4.790 0.550 0.001
C -0.545 -2.627 -0.594 0.005
C 1.679 0.218 -5.509 0.000
C -1.786 -3.975 0.989 0.000
H -5.224 -0.429 2.105 -0.001
H 4.625 2.670 -2.620 0.000
C -1.794 -1.215 5.939 0.000
H 2.577 -2.695 -3.854 0.000
O -0.214 -1.092 -2.672 0.011
C -4.595 -0.454 1.228 -0.006
H -2.338 -3.958 1.944 0.000
H -2.733 -7.066 -0.181 0.000
H 3.334 1.005 1.000 0.000
C -3.002 -1.561 6.498 0.000
H 0.906 0.259 -7.625 0.000
H -4.116 5.174 -3.508 0.000
C -6.471 2.935 2.725 0.000
H -4.566 -1.756 -1.828 -0.002
C -2.379 3.436 -1.275 0.018
H 1.149 3.082 -3.731 0.000
H 0.894 2.155 -5.938 0.000
B 3.262 -0.158 4.733 0.000
H -0.853 -1.583 6.410 0.000
C -2.987 -0.442 -1.026 0.064
C 6.487 1.096 -0.182 0.000
C -4.217 -1.136 -1.033 -0.006
H -5.996 -1.597 0.009 0.002
H -4.398 4.610 0.108 0.000
C 2.274 -2.038 -4.699 0.000
H -5.101 -1.323 6.281 0.000
C 1.462 -0.303 -6.823 0.000
H -1.624 3.716 0.518 0.001
H 2.133 -3.537 -6.293 0.000
C 1.335 1.570 -5.204 0.000
C 6.169 1.849 -1.308 0.000
H -5.319 1.957 1.257 0.000
H 4.673 -0.866 -3.700 0.000
H -4.971 0.083 4.246 0.000
H -5.362 4.016 5.764 0.000
C -6.519 3.353 4.045 0.002
H 8.278 -0.174 0.078 0.000
C -3.857 5.120 -2.447 0.001
C 2.214 -0.103 -3.140 0.001
C 3.813 1.564 -0.933 0.000
C 6.849 -2.293 -1.476 0.000
C -0.581 -3.718 -1.421 0.001
H 6.865 2.218 -2.020 0.000
C 0.239 -0.041 1.644 0.003
C 7.875 0.832 0.338 0.000
H -0.743 0.073 4.445 0.001
H -1.549 -6.975 1.051 0.000
H -0.765 -5.727 -1.663 0.000
H 7.892 0.816 1.450 0.000
C -2.829 0.006 4.165 0.004
O 1.451 1.374 -0.196 0.063
H -3.148 5.924 -2.133 0.000
C -4.148 -1.073 5.861 0.000
N -3.333 3.782 -2.183 0.001
H -2.316 -0.521 -1.889 0.004
C 4.181 -1.400 -1.815 0.000
N 0.781 -0.726 2.409 0.129
C 4.126 1.172 0.412 0.001
H 1.353 -2.111 -7.981 0.000
C -2.360 -6.371 0.630 0.000
H 6.311 -2.724 0.567 0.000
C -4.172 2.208 3.110 0.005
H -3.293 -6.297 1.275 0.000
C -1.195 -2.727 0.638 0.000
N -2.414 3.944 -0.065 0.007
C -2.513 0.179 0.118 0.016
C -4.215 2.908 4.317 0.001
F 3.613 -0.265 6.009 0.000
C -1.029 -4.936 -0.985 0.000
C -5.265 2.369 2.246 0.002
H 3.735 -2.823 1.298 0.000
C 1.411 2.057 -3.906 0.000
C 2.085 -0.632 -4.445 0.000
C -4.091 -0.225 4.751 0.001
C 5.423 0.926 0.673 0.000
H -3.267 5.843 0.309 0.000
C 1.977 -2.517 -5.972 0.000
H 5.746 0.719 1.752 0.000
H -3.483 4.696 1.623 0.000
F -0.493 2.637 1.022 0.102
C -1.699 -0.345 4.806 0.001
C 2.743 -1.004 -2.040 -0.002
H 7.080 -1.729 -3.564 0.000
C 5.092 -1.366 -2.859 0.000
H -3.368 3.041 4.946 0.000
S 2.211 2.043 -1.376 0.014
C -3.346 0.162 1.305 0.057
H -0.239 -3.736 -2.475 0.000
C 1.963 1.220 -2.889 0.003
H -4.819 5.435 -1.938 0.000
F 3.339 0.978 4.094 0.000
C 5.963 -2.446 -0.463 0.000
C 2.283 -2.057 0.156 0.000
Re -0.592 0.914 0.049 2.369
H -7.306 3.058 2.044 0.000
C 3.557 -2.253 0.416 0.001
C -4.979 -1.127 0.085 0.050
H -3.104 -2.229 7.368 0.000
S -1.105 2.383 -1.845 0.037
H -1.161 -1.956 1.351 0.000
C 1.621 -1.666 -7.015 0.000
C 4.601 -2.056 -0.593 0.000
C -1.744 -5.101 0.174 0.000
C 4.836 2.111 -1.692 0.000
H -3.419 3.184 -3.001 0.001
C -5.339 3.448 4.807 0.000
S 0.060 -1.124 -1.252 0.018
C 6.413 -1.855 -2.713 0.000
H 7.980 -2.465 -1.358 0.000
```

Max |F| in eV/Å: 4.72
Expectation value of S²: 3.7844
Lowest unoccupied orbital energy (alpha / beta) in eV: -2.75 / -3.83
Calculated total energy in eV: -122883.5350
Orbital gap (alpha / beta) in hartree: 0.2643 / 0.2253
Net charge: +1
ΔE to the lowest compared entry with this formula, charge and spin in kJ/mol: 0.0
2S+1: 4

Record 3
C56H48IrN3O3P3S3Sb | wB97M-V/def2-TZVPD

```
118
Properties=species:S:1:pos:R:3:lowdin_charge:R:1
C -0.304 -1.662 -6.387 -0.050
H 2.697 1.208 -3.795 0.108
H -1.857 -5.123 -3.917 0.109
N 1.865 -0.022 1.433 0.000
H -1.287 6.615 -0.588 0.119
C 2.532 -2.459 -2.877 -0.061
H 4.112 -3.867 -3.207 0.115
C 0.598 1.081 -3.293 -0.458
H -1.006 -1.909 3.071 0.082
C -2.186 -3.904 -0.761 -0.271
C 4.591 3.562 3.177 -0.035
H -3.209 0.781 4.000 0.126
H 0.729 8.022 -0.886 0.118
C 0.284 -1.135 -5.254 -0.061
N -3.396 1.005 1.509 0.198
Sb -3.016 2.657 -1.986 0.651
H 0.626 -2.912 4.617 0.115
H 5.599 0.605 1.887 0.125
S -2.620 0.385 -1.520 -0.048
H 2.644 4.406 2.967 0.124
C 2.063 6.525 -0.131 -0.062
C 3.076 0.206 1.125 -0.095
H -2.179 4.386 4.612 0.115
C 5.444 2.518 2.842 -0.036
P 1.108 2.775 1.273 0.785
C -0.410 -2.749 2.749 -0.134
C 4.964 1.456 2.097 -0.008
H 0.833 -1.608 1.402 0.040
H -2.701 -3.156 3.034 0.094
C -1.952 -3.928 -2.129 -0.245
C -0.198 4.959 0.211 -0.153
C -2.108 -5.093 -2.869 0.005
C 1.071 4.130 -2.948 -0.147
O -1.306 0.088 1.591 -0.215
H -1.444 0.771 -3.566 -0.028
Ir -0.639 -0.360 -0.439 0.531
H 3.656 -0.484 0.518 0.128
C 2.181 5.253 0.413 -0.078
C 1.047 4.468 0.613 -0.357
H 4.943 4.375 3.797 0.121
C 1.290 -4.385 3.205 -0.051
H -1.608 0.179 4.014 0.100
C 0.671 1.899 3.861 -0.094
S -1.225 3.056 -4.104 0.841
O -1.520 -2.727 -2.601 -0.066
H -2.715 -3.540 -4.911 0.122
P -1.725 -2.470 0.265 1.050
H -4.265 -1.492 -0.598 0.059
H -3.319 -7.080 -0.399 0.115
H 1.489 4.938 -2.352 0.100
H 2.007 -4.829 3.881 0.116
C 0.141 1.979 5.137 -0.074
H -4.919 -3.012 4.049 0.113
H 0.549 1.362 5.928 0.115
C 1.135 -4.891 1.924 -0.044
H -3.425 0.838 0.506 -0.042
H 5.294 -0.076 -1.612 0.116
C -5.838 -2.139 2.321 -0.062
C 4.516 -0.750 -1.950 -0.073
C -0.889 2.872 5.411 -0.067
H 3.165 4.884 0.660 0.103
H 5.879 -2.343 -2.400 0.115
C -1.397 -2.513 -6.261 -0.036
C -0.313 6.237 -0.304 -0.072
C -0.582 -3.261 1.456 -0.359
O 1.355 -1.134 0.729 -0.160
H -2.720 -7.134 -2.801 0.119
C -0.171 -1.489 -3.981 -0.271
C -2.700 -5.048 -0.149 -0.066
C 0.207 -4.337 1.055 -0.063
C -0.845 3.618 3.124 -0.060
C -1.855 -2.895 -5.013 0.004
C 1.844 1.815 -3.513 -0.119
C -2.915 -6.201 -0.879 -0.054
H 0.067 -1.393 -7.366 0.116
C 2.030 3.133 -3.413 -0.065
P 0.483 -0.604 -2.516 0.971
C -2.590 -6.224 -2.231 -0.040
H 3.025 3.512 -3.617 0.118
H -1.079 4.331 0.268 0.057
H 0.101 -4.750 0.060 0.115
C 0.515 -3.311 3.617 -0.051
C 2.194 -1.186 -2.423 -0.335
C 3.854 -2.878 -2.852 -0.052
C 0.192 2.733 2.847 -0.310
C 4.846 -2.023 -2.396 -0.053
C -1.389 3.677 4.401 -0.060
H -0.843 4.955 -2.681 0.046
H 2.933 0.662 -1.615 0.086
H 1.767 -3.119 -3.264 0.111
H -1.286 2.951 6.414 0.115
C -1.196 -2.416 -3.886 -0.259
H -1.900 -2.881 -7.145 0.120
C -4.392 -1.791 0.433 -0.124
C 3.193 -0.337 -1.947 -0.144
H -2.917 -5.037 0.911 0.118
C -3.509 -2.724 2.465 -0.090
C 0.818 7.026 -0.475 -0.054
S 0.367 1.873 -0.398 0.440
H -1.213 4.295 2.368 0.094
C 3.289 3.575 2.708 -0.089
C -0.242 4.177 -3.132 -0.417
C 2.811 2.544 1.897 -0.274
C -0.626 1.477 -3.634 -0.561
H -6.822 -2.094 2.768 0.113
C -5.648 -1.718 1.011 -0.062
C -3.305 -2.276 1.162 -0.355
H 1.485 1.217 3.657 0.101
C 3.642 1.445 1.659 -0.191
H -6.485 -1.353 0.431 0.116
H 2.951 7.123 -0.282 0.117
C -2.364 0.460 2.163 -0.631
H 1.100 -0.431 -5.360 0.119
H -4.280 1.101 1.983 0.125
C -4.771 -2.651 3.041 -0.060
N -2.454 0.346 3.500 0.223
H 6.467 2.518 3.191 0.120
H 1.737 -5.727 1.596 0.117
```

Max |F| in eV/Å: 1.09
Lowest unoccupied orbital energy (alpha / beta) in eV: -5.00 / -5.00
Calculated total energy in eV: -139200.7711
Orbital gap (alpha / beta) in hartree: 0.2083 / 0.2084
Net charge: +2
ΔE to the lowest compared entry with this formula, charge and spin in kJ/mol: 16.2

Record 4
C56H52KN3O5P2S3 | wB97M-V/def2-TZVPD

```
122
Properties=species:S:1:pos:R:3:lowdin_charge:R:1
C 3.838 -5.139 -5.296 -0.113
C -2.849 0.088 -1.676 -0.385
C -4.060 -0.328 -2.217 -0.108
H 4.134 -4.490 -1.983 0.069
H -4.901 -0.549 -1.577 0.093
C 4.000 1.337 -4.687 -0.065
H -0.854 4.600 1.798 0.124
C -2.897 -1.619 4.138 -0.102
C -4.575 -1.323 0.811 -0.127
O 2.214 3.935 3.821 -0.113
H 4.328 -0.721 7.329 0.089
C -1.250 2.499 3.368 -0.300
H 2.470 5.359 -1.306 0.057
C -1.923 0.196 -3.896 -0.070
H -2.411 4.701 5.637 0.094
H 0.737 1.834 6.019 0.109
C -0.438 -4.329 -3.652 -0.036
C -2.530 -2.893 3.741 -0.114
C -4.952 0.964 1.436 -0.073
H 2.817 -1.926 -5.121 0.094
H 0.528 -4.615 -4.047 0.110
N 1.805 3.699 2.676 -0.198
C -1.997 -0.570 4.048 -0.076
H -3.888 -1.438 4.535 0.096
H 0.593 -2.800 -0.799 0.065
C 4.997 2.137 -1.137 -0.970
C 4.119 -5.355 -3.955 -0.085
H -6.805 1.363 2.429 0.097
C -4.148 0.011 0.812 -0.361
C -3.134 -0.220 -4.430 -0.094
C 0.737 -3.089 -1.839 -0.266
C -1.594 -4.732 -4.291 -0.095
H 3.476 5.997 -2.611 0.057
C -1.754 -3.188 -2.002 -0.034
H 4.459 -6.329 -3.628 0.098
H 3.850 2.026 -5.518 0.067
K 1.755 0.000 0.470 0.539
C -6.623 -0.705 1.897 -0.103
S 1.434 -1.557 -2.669 0.949
H -3.226 -3.716 3.839 0.090
C -0.799 3.329 5.964 -0.088
C -1.264 -3.105 3.218 -0.089
H 3.290 -2.455 -1.383 -0.112
H -7.597 -0.973 2.286 0.091
C 3.181 -2.048 -2.433 -0.327
C -0.280 1.860 4.142 -0.281
C 2.870 0.850 4.715 -0.087
H 3.124 0.685 -4.620 0.055
C -0.501 -3.543 -2.498 -0.270
H 1.158 2.847 0.617 -0.035
P -2.493 0.360 0.110 1.170
C 1.603 -1.078 5.353 -0.081
C -5.803 -1.673 1.329 -0.098
C 3.487 -3.086 -3.445 -0.294
H -0.959 -4.094 2.907 0.101
H -3.877 -3.317 -2.239 0.096
C 3.376 -3.900 -5.710 -0.101
C -1.787 2.810 1.096 -0.282
S 3.135 -3.302 0.490 -0.183
C 1.754 0.036 4.533 -0.331
H -1.829 5.994 -0.004 0.104
O 1.601 2.468 2.358 -0.350
C -1.802 3.914 5.212 -0.089
H -0.832 0.664 -2.117 0.091
H -1.806 -2.576 -1.113 0.100
H 3.005 1.712 4.081 0.080
C 3.619 -0.516 6.537 -0.110
H -3.625 2.527 -1.730 0.106
C 3.203 -2.882 -4.794 -0.068
N 4.730 1.460 -2.336 0.030
C -1.501 4.165 1.050 -0.013
H -3.932 -2.079 0.376 0.100
H -2.303 0.409 4.395 0.101
C -2.834 -4.364 -3.788 -0.102
C -6.177 0.610 1.968 -0.094
H 2.390 -2.215 6.979 0.092
H 4.628 1.249 5.860 0.102
H -6.138 -2.702 1.283 0.099
C 3.968 4.011 -1.979 -0.413
O 1.216 -0.432 -1.742 -0.702
C 3.946 -4.336 -3.037 -0.042
S 5.908 1.318 -0.018 0.445
H -3.306 4.960 -1.700 0.094
H 0.760 -1.743 5.225 0.091
C -2.036 3.503 3.909 -0.022
H 3.380 3.974 -4.064 0.094
C -2.840 4.349 -0.938 -0.090
H -5.154 -0.793 -3.993 0.097
C 3.485 5.398 -1.702 -0.077
C 4.177 2.106 -3.417 -0.344
H 3.970 -5.931 -6.022 0.090
C -2.500 2.189 0.063 -0.287
H -4.619 1.993 1.490 0.102
H 0.598 -2.211 2.670 0.087
C 3.786 0.586 5.715 -0.079
O 1.243 2.988 -0.343 -0.087
H -3.252 -0.332 -5.500 0.095
C -3.036 2.981 -0.946 -0.073
C 2.530 -1.350 6.343 -0.101
C -4.201 -0.477 -3.586 -0.106
C -0.719 -0.771 3.538 -0.353
H -1.077 0.384 -4.542 0.107
O -1.396 1.990 2.108 -0.060
H -3.739 -4.670 -4.293 0.092
H 1.519 -3.841 -1.896 0.066
C -0.046 2.293 5.434 -0.050
H 3.125 -3.729 -6.749 0.096
H 2.165 3.244 -0.436 0.004
H 4.872 0.713 -4.894 0.068
N 4.570 3.372 -0.970 0.034
C -0.386 -2.049 3.092 -0.128
H -1.541 -5.344 -5.183 0.096
H -0.610 3.669 6.973 0.095
P 0.567 0.532 3.225 1.080
C -1.780 0.350 -2.532 -0.105
C 3.801 3.413 -3.242 -0.040
H 3.753 -1.130 -2.544 0.081
H -2.824 3.957 3.325 0.114
H 5.056 0.505 -2.397 0.081
C -2.910 -3.596 -2.635 -0.090
C -2.037 4.933 0.031 -0.063
H 4.120 5.866 -0.954 0.065
```

Max |F| in eV/Å: 2.08
Lowest unoccupied orbital energy (alpha / beta) in eV: 3.59 / 3.59
Calculated total energy in eV: -141030.7475
Orbital gap (alpha / beta) in hartree: 0.2004 / 0.1119
Net charge: -2
ΔE to the lowest compared entry with this formula, charge and spin in kJ/mol: 0.0

- Which formula does entry 2 have?
  C56H48BF4N3O2PReS3

- Look up the max |F| of the fourth one.
  2.08 eV/Å

- Among the records above, which one has the highest calculated total energy?
  C56H47InN2O3P2Si